The following is a DFT calculation (ωB97M-V with the def2-TZVPD basis set) of C52H45N4O2P4Se2Ti as an isolated structure.

```
110
Properties=species:S:1:pos:R:3:forces:R:3
Ti -0.26838 -0.68919 1.25041 0.4971 -0.8090 -1.6784
C -0.15788 -0.62839 4.86571 0.1153 0.1841 0.7773
N -1.28518 -0.68019 3.89471 2.7503 0.5659 -0.0448
P -1.20728 0.85941 2.87621 -2.7387 -1.8761 1.5125
C -3.01918 0.63551 2.58801 -1.1362 -0.2608 -1.6110
C -3.44868 0.76551 1.25951 -1.4995 -0.2188 1.4103
C -4.79978 0.63901 0.92511 -0.1121 -0.0601 0.4917
C -5.74508 0.37411 1.91741 0.4132 0.0919 -0.2514
C -5.33918 0.23301 3.24451 0.7126 0.1228 -0.2569
C -3.98858 0.35821 3.58341 -0.1096 0.1326 -0.7618
C -1.66718 2.32151 3.81271 1.2269 0.9208 1.8705
C -1.49358 3.55711 3.18471 -0.0474 0.2393 0.3699
C -1.77048 4.74571 3.86871 -0.2468 -0.4593 0.2810
C -2.21808 4.70641 5.19171 0.1199 -0.2440 -0.3343
C -2.38338 3.47921 5.83431 0.1327 -0.1604 -0.6012
C -2.10348 2.28991 5.15591 0.1649 0.7263 -0.2756
P -1.19358 -2.21409 2.85241 -3.3538 0.6984 2.4356
C -1.92708 -3.16489 4.23651 -1.0296 -0.6337 0.2118
C -3.28938 -2.94149 4.54521 0.4618 -0.6137 0.3662
C -3.92558 -3.66749 5.55511 0.7648 0.0807 -0.2027
C -3.21228 -4.62719 6.27641 0.1443 0.1650 -0.2994
C -1.87028 -4.86359 5.98101 -0.3165 0.3223 -0.0201
C -1.23008 -4.13539 4.97501 -0.3021 0.0605 0.0332
C 0.17962 -3.25819 2.52661 2.3694 -0.5970 0.1587
C -0.07418 -4.52919 1.95841 0.6192 0.2326 0.0047
C 0.98722 -5.40169 1.69901 -0.2290 0.6048 0.2547
C 2.29972 -5.02589 2.00191 -0.1764 0.5070 0.1798
C 2.55462 -3.77199 2.55651 -0.4960 -0.4852 -0.1086
C 1.49582 -2.89639 2.81501 0.6854 -1.1399 0.1557
H -0.32998 0.15891 5.62351 -0.0615 -0.2990 -0.3154
H 0.79162 -0.37789 4.35471 -0.3114 -0.2030 0.3006
H -0.05478 -1.58379 5.41651 -0.0923 0.3902 -0.3888
H -2.72918 0.96971 0.47521 -2.8919 0.0594 1.5451
H -5.11478 0.74421 -0.10499 0.0255 -0.0314 -0.0352
H -6.79098 0.27291 1.65801 0.0015 0.0010 -0.0119
H -6.07068 0.01981 4.01361 0.0412 -0.0023 0.0336
H -3.71698 0.22331 4.61551 0.1882 -0.0190 0.1083
H -1.13658 3.60381 2.16271 0.0383 -0.0362 0.0310
H -1.63218 5.69951 3.37671 -0.0036 -0.0307 -0.0426
H -2.42928 5.62571 5.72291 0.0254 -0.0041 -0.0329
H -2.72018 3.44681 6.86301 0.0160 -0.0332 -0.0369
H -2.22218 1.36341 5.69211 0.0663 -0.2213 -0.0655
H -3.85888 -2.21479 3.99361 -0.0263 0.1779 -0.2124
H -4.96318 -3.47969 5.77901 -0.1557 0.0087 -0.0022
H -3.70838 -5.18809 7.05791 0.0334 -0.0338 -0.0007
H -1.32238 -5.61309 6.54361 0.0027 0.1108 -0.0924
H -0.18378 -4.34619 4.79181 -0.0254 0.0769 -0.1853
H -1.08628 -4.82989 1.72831 -0.1264 -0.0232 -0.0262
H 0.79272 -6.37419 1.26831 -0.0678 0.0023 -0.0256
H 3.11902 -5.70489 1.80831 -0.0106 -0.0220 -0.0571
H 3.56982 -3.47699 2.79211 -0.0647 0.0202 -0.0493
H 1.73142 -1.93739 3.24221 -0.0478 -0.2016 0.0885
Se 5.15552 -1.71889 -3.26939 0.9507 -0.4845 -0.0401
P 3.49702 -0.46449 -3.37639 1.2654 -1.5507 0.3908
C 4.24012 1.19681 -3.66229 -1.0262 0.5309 -0.2369
C 5.06042 1.75851 -2.67309 -0.0633 0.2820 -0.1696
C 5.64692 3.01181 -2.87209 -0.3633 -0.3918 -0.3882
C 5.42062 3.70931 -4.06159 -0.2458 -0.4084 -0.0371
C 4.60722 3.15401 -5.05319 0.2074 -0.1981 0.4378
C 4.01882 1.90071 -4.85729 0.2722 0.2465 0.4601
C 2.53152 -1.17619 -4.77919 -0.8931 0.7384 0.1229
C 3.08082 -1.20099 -6.06959 -0.3507 0.0263 -0.0738
C 2.35862 -1.75229 -7.13209 -0.1629 0.0501 0.5903
C 1.08772 -2.28949 -6.91059 0.1635 0.1884 0.4446
C 0.53972 -2.27939 -5.62519 0.5574 0.0419 -0.1060
C 1.25952 -1.72719 -4.56129 0.1992 -0.0382 -0.4680
C 2.63212 -0.68739 -1.75279 -0.8033 1.1209 -0.7514
C 1.47592 -0.12549 -1.18819 0.0302 1.0050 -1.5593
N 1.29102 -0.75059 -0.00939 1.0750 0.8682 -1.0651
N 2.27032 -1.62019 0.15551 0.6671 -0.1896 -0.4356
N 3.08982 -1.60299 -0.87879 -0.4536 -0.0515 0.4101
P 0.26652 1.19471 -1.71799 0.9327 -0.2041 -0.0698
Se -1.28978 0.95661 -0.33399 1.5839 1.0074 -1.9014
C -0.48208 0.98051 -3.40759 0.3787 0.1275 -0.1455
C -1.83128 0.61651 -3.58079 0.2385 -0.0103 -0.1900
C -2.36768 0.47111 -4.86449 0.6441 0.1786 0.0655
C -1.56918 0.69231 -5.98769 0.2097 0.0688 0.4481
C -0.23318 1.06061 -5.82789 -0.2084 0.0362 0.4360
C 0.30402 1.20331 -4.54569 -0.6767 -0.0461 -0.2350
C 0.89912 2.93181 -1.45839 0.2233 0.0050 -0.2288
C 0.35272 3.78281 -0.47499 0.3694 0.1416 -0.2390
C 0.84172 5.08221 -0.30489 0.2282 -0.4673 -0.4550
C 1.87772 5.55191 -1.11199 -0.1235 -0.4011 -0.0821
C 2.42432 4.72171 -2.08969 -0.3611 -0.1114 0.2790
C 1.93592 3.42291 -2.25749 -0.2647 0.5803 0.4633
H 5.24332 1.22571 -1.74849 -0.0324 -0.0976 -0.0331
H 6.27702 3.44211 -2.10449 -0.0211 -0.0501 0.0137
H 5.87482 4.67961 -4.21479 0.0035 0.0059 -0.0111
H 4.43292 3.69481 -5.97429 -0.0033 -0.0309 -0.0136
H 3.39512 1.48941 -5.63709 -0.1027 -0.1039 -0.0276
H 4.06692 -0.79369 -6.25239 0.0499 -0.0569 0.0893
H 2.78552 -1.76529 -8.12649 0.0425 0.0070 0.0308
H 0.52982 -2.71689 -7.73349 -0.0068 -0.0011 -0.0020
H -0.44278 -2.69899 -5.45269 0.0139 0.0036 0.0655
H 0.82182 -1.73079 -3.57269 -0.0042 0.0328 0.0809
H -2.47978 0.43691 -2.73799 0.1038 -0.0683 0.1916
H -3.40478 0.18671 -4.98779 0.0374 -0.0058 0.0964
H -1.98538 0.57901 -6.98029 0.0119 -0.0053 -0.0001
H 0.38902 1.23261 -6.69679 0.0430 -0.0258 0.0387
H 1.33412 1.48451 -4.44659 0.3502 0.1204 0.0247
H -0.44898 3.46421 0.17071 -0.0630 -0.2644 -0.1318
H 0.41502 5.72571 0.45371 -0.0381 -0.0616 0.0077
H 2.25482 6.55791 -0.98119 0.0038 -0.0042 -0.0048
H 3.22512 5.08561 -2.71929 -0.0071 -0.0912 -0.0231
H 2.36222 2.80611 -3.01429 0.3067 -0.2712 -0.3982
O -2.52138 -2.68999 -1.57799 2.1924 0.6360 1.9091
C -1.49588 -2.77199 -0.85099 -1.8456 -2.3488 -2.7095
O -1.00318 -1.96159 -0.02199 -0.0703 0.4565 0.5812
H -0.91308 -3.74829 -0.96249 -0.2652 0.8297 0.2475
H 1.06192 -0.68919 2.40371 -0.8364 0.9208 -0.2874
```
Forces are in eV/Å.

Computed properties:
<S²>: 0.756
highest occupied orbital energy (alpha / beta): -7.120 / -7.121 eV
2S+1: 2

***

The following is a DFT calculation (ωB97M-V with the def2-TZVPD basis set) of C8H20ClIN2OPSY as an isolated structure.

```
36
Properties=species:S:1:pos:R:3:forces:R:3
C 0.87064 -0.59844 -4.62950 -0.2510 -0.4419 -0.1339
I -0.57655 -2.13018 -3.70219 0.8730 0.6892 -1.1157
H 1.12458 0.18799 -3.88720 -0.1235 -0.4325 -0.3955
H 0.33219 -0.17425 -5.49348 0.1467 -0.2739 0.5925
H 1.75828 -1.17592 -4.94389 -0.5939 0.2511 0.3549
Y 0.02844 -0.33167 -1.46270 0.4159 1.0152 1.3530
P 2.18382 -1.63845 -0.02632 2.3680 0.0631 0.6411
C 2.44814 -3.41488 0.30125 -0.5105 -0.5484 -0.2775
C 3.67797 -1.24835 -1.02357 -0.2041 0.0637 -0.4114
H 2.81023 0.11746 1.52524 0.0185 -0.1209 0.0869
H 3.83172 -1.33235 1.73140 -0.3723 0.0278 -0.1688
H 2.17951 -1.30067 2.40481 0.0849 0.1026 -0.1571
C 2.80367 -0.97581 1.56479 -0.4368 0.3975 0.2730
H 3.73720 -0.15891 -1.15223 0.0802 -0.2974 -0.0308
H 4.56739 -1.61007 -0.48657 -0.2924 0.1082 -0.2132
H 3.50318 -3.62405 0.53053 -0.3052 0.2893 -0.0834
H 2.16310 -4.01031 -0.57507 0.0973 0.0052 0.1686
H 3.62249 -1.73800 -2.00619 0.1353 0.1721 0.1996
H 1.83716 -3.75305 1.14788 0.1307 0.0995 -0.1796
C -0.42042 -2.41928 -0.18588 -2.9758 -4.6943 2.3035
O -0.80766 -3.35817 0.38854 2.0761 4.0630 -2.3521
Cl 1.33755 1.78529 -1.15800 -0.5187 -0.7557 -0.2654
C -2.99472 2.40080 3.14823 -0.1710 -0.0999 0.3672
N -3.03153 1.26367 2.20162 1.0784 -0.3817 -0.8525
C -2.59278 1.32902 0.93249 -0.3879 0.7781 0.0512
S -2.12726 -0.17537 0.12196 0.0219 0.5736 0.3471
N -2.63506 2.50337 0.27331 0.0690 -1.2075 -0.2324
C -3.68260 3.50354 0.52776 -0.1251 0.2535 0.1636
H -2.41036 3.23718 2.74549 -0.1629 -0.4041 0.1041
H -2.52068 2.03736 4.06857 -0.1058 0.1691 -0.2778
H -4.01055 2.73282 3.39627 0.3091 -0.0438 -0.1079
H -2.94713 0.33266 2.61568 -0.2571 0.4835 -0.2122
H -2.21329 2.49948 -0.65847 -0.3251 0.0049 0.6374
H -3.25739 4.38363 1.01142 -0.1725 -0.0194 -0.0536
H -4.14311 3.80451 -0.42047 0.1786 -0.1765 0.2320
H -4.44616 3.04940 1.17448 0.2080 0.2874 -0.3552
```
Forces are in eV/Å.

Computed properties:
net charge: +2
highest occupied orbital energy: -15.835 eV

***

The following is a DFT calculation (ωB97M-V with the def2-TZVPD basis set) of C38H55As2N4O5PPtTe as an isolated structure.

```
107
Properties=species:S:1:pos:R:3:forces:R:3
Pt -1.08986 -0.27418 -0.75359 -0.1423 -0.0214 -0.0899
C -4.55289 0.58602 0.74247 0.0032 -0.0068 -0.0101
As -2.88308 -0.37424 0.93889 0.0177 0.0309 0.0237
C -2.39258 -0.06905 2.78520 -0.0126 0.0124 0.0017
C -3.41966 -2.23601 0.93021 -0.0433 -0.0080 0.0762
C -4.21525 -2.72885 1.96190 0.0079 0.0141 -0.0281
C -4.58281 -4.06507 1.98939 -0.0119 0.0128 0.0232
C -4.16174 -4.92030 0.98145 -0.0016 -0.0335 -0.0069
C -3.37826 -4.43556 -0.05375 0.0171 0.0170 -0.0179
C -3.00098 -3.09536 -0.08374 0.0009 -0.0390 -0.0320
As -1.89328 -2.44039 -1.52629 0.0346 0.0563 0.0076
C -0.54048 -3.79857 -1.74287 -0.0056 -0.0127 -0.0027
C -3.02253 -2.61676 -3.08846 0.0182 -0.0106 0.0011
H -4.96832 0.38829 -0.24369 0.0000 0.0001 0.0024
H -4.36739 1.65327 0.84959 0.0044 -0.0023 0.0029
H -5.25877 0.25816 1.50435 0.0028 -0.0004 0.0015
H -3.21268 -0.35166 3.44308 0.0042 -0.0016 0.0085
H -2.17314 0.98896 2.92205 0.0003 0.0011 -0.0059
H -1.50623 -0.66088 3.01137 0.0055 0.0075 -0.0069
H -4.55583 -2.07362 2.75467 -0.0024 0.0007 0.0029
H -5.20018 -4.43758 2.79579 0.0014 -0.0029 0.0006
H -4.44719 -5.96356 0.99933 -0.0016 0.0002 -0.0001
H -3.06026 -5.11381 -0.83702 0.0020 0.0044 -0.0052
H -0.98908 -4.73953 -2.05702 -0.0025 0.0035 -0.0091
H -0.03592 -3.92018 -0.78676 0.0018 0.0108 0.0031
H 0.17212 -3.46226 -2.49402 0.0036 -0.0084 -0.0017
H -3.40755 -3.63377 -3.14985 0.0012 0.0001 -0.0003
H -2.43887 -2.39353 -3.97986 -0.0012 -0.0006 0.0001
H -3.85443 -1.91944 -3.01325 -0.0005 -0.0004 0.0007
O 0.86634 -0.19983 -2.10798 0.0599 0.0213 -0.0322
C 1.86613 0.36219 -1.65638 -0.0425 -0.0169 -0.0446
C 1.89878 1.50740 -0.77940 -0.0368 0.0191 -0.0126
C 3.16218 1.90446 -0.32130 -0.0059 -0.0044 0.0206
C 3.27324 2.95322 0.54900 -0.0093 0.0284 -0.0172
C 2.14966 3.67700 0.95988 -0.0024 0.0336 -0.0195
C 0.90585 3.31077 0.51138 0.0071 0.0014 -0.0083
C 0.73003 2.20099 -0.34903 0.0351 -0.0058 -0.0026
O -0.47646 1.85892 -0.71370 0.0336 -0.0212 0.0565
N 4.59883 3.31099 1.07103 -0.0099 -0.0175 0.0193
O 5.52410 2.57892 0.78135 0.0080 0.0003 -0.0092
O 4.67307 4.29858 1.76804 -0.0014 0.0072 -0.0012
H 2.85389 -0.02608 -1.95172 0.0078 0.0060 0.0223
H 4.05456 1.37805 -0.63551 0.0001 0.0031 -0.0073
H 2.28214 4.51195 1.63447 0.0029 -0.0032 0.0022
H 0.02078 3.84282 0.83552 0.0041 0.0004 0.0005
C -2.40381 8.13330 -5.59813 0.0018 -0.0036 0.0089
C -1.97751 6.78315 -5.11969 -0.0067 0.0314 0.0242
C -1.80510 5.72540 -6.01608 0.0065 -0.0229 -0.0199
C -1.40565 4.47429 -5.59710 0.0060 -0.0026 0.0154
C -1.23040 3.35984 -6.58898 -0.0076 0.0005 -0.0106
C -1.17334 4.28321 -4.20988 -0.0135 0.0530 0.0520
Te -0.59662 2.44311 -3.55299 0.0154 -0.0268 -0.0291
C -1.33196 5.34363 -3.27714 0.0077 -0.0162 -0.0334
C -1.02955 5.15518 -1.81967 -0.0125 -0.0037 0.0154
C -1.73406 6.56853 -3.75661 -0.0034 -0.0009 -0.0140
H -2.65131 8.12949 -6.65671 0.0005 -0.0014 -0.0014
H -1.60336 8.85805 -5.43388 0.0012 -0.0004 -0.0011
H -3.27025 8.48304 -5.03496 0.0008 0.0011 -0.0007
H -1.99177 5.89429 -7.06943 0.0004 -0.0085 -0.0015
H -1.43065 3.70823 -7.59961 0.0020 0.0004 0.0001
H -1.91612 2.53327 -6.38727 -0.0006 0.0010 0.0024
H -0.20962 2.96998 -6.57440 0.0028 -0.0016 -0.0035
H -1.47855 4.24164 -1.42005 0.0051 -0.0040 -0.0015
H -1.40166 5.99401 -1.23463 0.0025 0.0061 -0.0090
H 0.05009 5.09339 -1.65791 0.0013 -0.0084 0.0001
H -1.86195 7.39185 -3.06390 -0.0011 0.0012 0.0007
O -0.00296 -1.62260 0.59986 -0.0077 -0.0111 0.0524
P 1.15723 -1.86397 1.53850 -0.0039 0.0985 0.0768
N 1.15869 -0.77768 2.76367 0.0343 -0.0376 -0.1041
C 1.68810 -1.06868 4.11501 -0.0009 -0.0064 0.0277
C 2.03568 0.31135 4.67134 0.0092 0.0073 0.0006
C 1.05483 1.23908 3.95662 -0.0108 0.0157 0.0067
C 1.03290 0.67040 2.54373 -0.0075 -0.0102 0.0284
N 2.59422 -1.78322 0.76002 0.0203 0.0390 0.0016
C 2.90872 -2.69017 -0.36376 0.0095 -0.0073 -0.0202
C 4.41738 -2.88999 -0.25214 -0.0260 -0.0145 0.0302
C 4.89497 -1.55423 0.31140 0.0364 0.0044 0.0131
C 3.82632 -1.20864 1.34352 -0.0018 0.0075 -0.0125
N 0.99466 -3.35488 2.17440 -0.0047 -0.0347 -0.0263
C 2.10702 -4.25085 2.55201 -0.0116 -0.0054 0.0106
C 1.45698 -5.23085 3.52769 0.0035 -0.0036 -0.0053
C 0.00852 -5.29664 3.04692 -0.0028 -0.0001 -0.0043
C -0.29505 -3.84435 2.69813 0.0266 -0.0004 0.0211
H 2.55846 -1.72526 4.08304 -0.0008 0.0047 -0.0067
H 0.92158 -1.55954 4.72014 -0.0114 -0.0027 -0.0070
H 3.05985 0.57872 4.40203 -0.0001 -0.0144 -0.0041
H 1.95476 0.34758 5.75550 0.0029 0.0045 0.0033
H 1.35990 2.28406 3.97720 0.0003 0.0025 0.0034
H 0.06304 1.16449 4.40968 0.0051 -0.0096 -0.0048
H 1.87526 1.05933 1.96276 0.0029 -0.0200 0.0210
H 0.11467 0.89833 1.99955 -0.0087 -0.0182 -0.0039
H 2.63612 -2.23145 -1.31880 -0.0184 -0.0043 0.0195
H 2.34985 -3.62366 -0.27921 0.0063 -0.0175 0.0079
H 4.87581 -3.14994 -1.20388 0.0038 0.0008 -0.0060
H 4.63449 -3.69009 0.45900 0.0070 -0.0053 -0.0136
H 4.91740 -0.79762 -0.47726 -0.0025 -0.0062 0.0000
H 5.88884 -1.59894 0.75115 0.0033 0.0064 -0.0022
H 3.72660 -0.13235 1.49323 -0.0096 -0.0130 0.0162
H 4.06258 -1.66499 2.30924 0.0123 -0.0137 -0.0066
H 2.93471 -3.70507 3.00749 0.0021 0.0022 -0.0037
H 2.49253 -4.77148 1.67118 -0.0029 -0.0078 0.0012
H 1.49394 -4.82829 4.54192 0.0023 0.0061 0.0007
H 1.95775 -6.19666 3.53136 -0.0013 -0.0006 0.0015
H -0.67428 -5.69578 3.79434 -0.0019 0.0003 0.0002
H -0.06555 -5.91745 2.15103 0.0009 0.0003 0.0002
H -0.58805 -3.28534 3.59497 -0.0063 0.0069 -0.0038
H -1.08131 -3.73050 1.95120 -0.0074 -0.0111 -0.0084
```
Forces are in eV/Å.

Computed properties:
net charge: +2
<S²>: 6.026
highest occupied orbital energy (alpha / beta): -11.752 / -13.351 eV
2S+1: 5

***

The following is a DFT calculation (ωB97M-V with the def2-TZVPD basis set) of C5H7NO as an isolated structure.

```
14
Properties=species:S:1:pos:R:3:forces:R:3
C 1.16808 0.34648 1.72082 -0.0215 -0.1762 0.3648
C -0.11827 -0.31594 0.36429 0.2255 0.0557 -0.2047
C 0.52444 -0.74878 -0.80081 -0.0528 0.0466 0.0395
N -0.37208 -0.58151 -1.78388 -0.0609 -0.0520 -0.0220
C -1.53881 0.16381 -1.31347 -0.0108 0.0050 -0.0359
O -2.48917 0.37563 -2.04862 0.1780 -0.1061 0.1467
C -1.28452 0.38554 0.08216 -0.1707 0.0791 -0.0138
H 1.86837 1.19933 1.74486 -0.1022 -0.0806 -0.0602
H 1.67671 -0.57739 1.97780 -0.0626 0.1249 0.0377
H 0.33779 0.57876 2.37955 0.1422 -0.0895 -0.0179
H 1.55570 -1.04533 -0.93918 -0.1384 0.0363 -0.0449
H -0.30876 -0.93278 -2.72833 -0.0395 0.0134 0.1060
H -2.05108 0.68163 0.78307 0.0515 -0.0072 -0.1477
H 1.03161 0.47056 0.56176 0.0621 0.1506 -0.1476
```
Forces are in eV/Å.

Computed properties:
highest occupied orbital energy (alpha / beta): -7.249 / -7.249 eV

***

Values for max |F|, eV Å⁻¹, ordered as above
4.203 6.016 0.170 0.406
Values for DFT total energy, a.u., ordered as above
-9395.65236 -2036.88366 -7275.90510 -324.54285